Arrangement A

The following is a DFT calculation (ωB97M-V/def2-TZVPD) of C6H8O2 as an isolated structure.

LUMO energy in eV: 0.850
Frontier orbital gap in eV: 10.329

CARTESIAN COORDINATES (ANGSTROEM)
1 C -1.99036 0.59660 0.19680
2 C -0.65559 -0.73853 -0.35218
3 C 1.02556 -0.99165 -0.61244
4 C 1.59582 -0.48940 0.82265
5 C 0.95861 0.88782 0.08928
6 C -0.53834 0.73031 -0.21372
7 H -2.58918 1.45320 -0.08292
8 H -2.61694 0.22142 1.17263
9 H -0.74937 -1.01413 0.67525
10 H 1.36772 -1.63774 -1.42421
11 H 2.61135 -0.59015 0.53613
12 H 1.46238 -1.21399 1.75321
13 H 1.33045 1.86636 0.20198
14 H -0.42473 1.22912 -1.25550
15 O -2.24738 -0.78149 -0.48680
16 O 1.46000 0.47226 -1.02018

***

Arrangement B

The following is a DFT calculation (ωB97M-V/def2-TZVPD) of C6H8O2 as an isolated structure.

LUMO energy in eV: 0.585
Frontier orbital gap in eV: 9.498

CARTESIAN COORDINATES (ANGSTROEM)
1 C 0.78608 -0.22744 -0.05213
2 C -0.07790 -0.50730 1.32436
3 C -1.51816 -0.72287 0.64676
4 C -1.12198 -0.09915 -0.66614
5 C 0.00016 -0.98867 -1.28138
6 C -0.19344 0.98914 -0.20044
7 H 2.61994 -1.10770 0.26440
8 H 0.30605 -1.43716 1.91550
9 H 0.09550 0.37259 2.17696
10 H -1.83086 -1.72853 0.45596
11 H -2.38944 -0.12399 1.05018
12 H -2.05494 0.04384 -1.29800
13 H 0.38566 -0.87835 -2.34329
14 H -0.05783 -2.05716 -1.19556
15 O 2.13341 -0.12399 0.11515
16 O -0.17373 2.15577 -0.07169

***

Arrangement C

The following is a DFT calculation (ωB97M-V/def2-TZVPD) of C6H8O2 as an isolated structure.

LUMO energy in eV: 0.854
Frontier orbital gap in eV: 10.114

CARTESIAN COORDINATES (ANGSTROEM)
1 C 1.86102 -0.76718 -0.03758
2 C 0.75472 0.69087 0.11424
3 C -0.76729 1.27465 0.08302
4 C -1.47436 0.09643 0.65816
5 C -1.02016 -0.61025 -0.47722
6 C 0.51623 -0.66463 -0.80778
7 H 2.79876 -1.29233 -0.58917
8 H 1.67714 -1.08586 1.18295
9 H 0.86571 0.28502 1.12815
10 H -1.56697 2.18782 0.54705
11 H -2.55443 0.04031 0.52779
12 H -1.06360 -0.19526 1.72915
13 H -1.71292 -1.23999 -0.85159
14 H 0.83128 -0.21842 -1.86231
15 O 2.05115 0.69864 -0.20852
16 O -1.19628 0.80017 -1.13637

***

Stability comparison, relative energies in hartree: arrangement A 0.2054; arrangement B 0.0000; arrangement C 0.2261

***

Arrangement A

The following is a DFT calculation (ωB97M-V/def2-TZVPD) of C6H8O2 as an isolated structure.

LUMO energy in eV: 0.810
Frontier orbital gap in eV: 10.263

CARTESIAN COORDINATES (ANGSTROEM)
1 C 2.04369 -0.25829 0.08377
2 C 0.59983 0.24811 -0.11957
3 C -0.46437 -0.42927 1.01406
4 C -0.33009 -0.50951 -0.98317
5 C -1.76458 0.26127 -0.71376
6 C -1.92316 0.26135 0.65324
7 H 2.28595 -1.21476 -0.40700
8 H 2.66626 0.40505 -0.66876
9 H 2.66027 -0.09048 0.95382
10 H -0.44570 1.69336 0.13035
11 H 0.13848 -0.63583 1.96460
12 H -0.20599 -0.90026 -1.94796
13 H -2.74509 0.52621 -1.22870
14 H -2.76348 0.43982 1.22712
15 O 0.53951 1.75502 -0.00854
16 O -0.29154 -1.55178 0.05049

***

Arrangement B

The following is a DFT calculation (ωB97M-V/def2-TZVPD) of C6H8O2 as an isolated structure.

LUMO energy in eV: -1.595
Frontier orbital gap in eV: 7.730

CARTESIAN COORDINATES (ANGSTROEM)
1 C 0.27861 0.68195 -0.61880
2 C -0.91444 0.63702 0.35312
3 C 0.04783 0.08426 1.44381
4 C 0.53532 -0.62940 0.10200
5 C -0.72234 -1.37618 -0.47286
6 C -1.66016 -0.54664 -0.11585
7 H 1.75700 2.11520 -1.58184
8 H 0.39158 0.59080 -1.72428
9 H -1.72262 1.37707 0.44421
10 H -0.65210 -0.70392 1.99347
11 H 0.66203 0.76423 2.05056
12 H 2.29868 -0.19035 -1.03201
13 H -0.70055 -2.58416 -0.30345
14 H -2.65004 -0.64681 -0.30370
15 O 1.28736 1.55386 -0.18395
16 O 1.76385 -1.12694 -0.05043

***

Arrangement C

The following is a DFT calculation (ωB97M-V/def2-TZVPD) of one molecule with the formula C6H8O2.

LUMO energy in eV: 0.229
Frontier orbital gap in eV: 9.357

CARTESIAN COORDINATES (ANGSTROEM)
1 C 1.47063 1.33635 1.48459
2 C 0.80504 0.21454 0.67724
3 C 0.49755 0.34451 -0.61995
4 C -0.44396 -0.31204 -1.26405
5 O -1.45249 0.28897 -2.18179
6 C -1.13399 -1.14557 -0.08447
7 C -0.26900 -0.84801 0.96051
8 O -0.36900 -1.60175 1.92744
9 H 0.73036 1.71284 2.41794
10 H 1.59196 2.48423 0.99693
11 H 2.61254 0.81705 1.87291
12 H 1.16871 1.08746 -1.01607
13 H 0.18483 -1.01085 -1.93734
14 H -1.94532 -0.39343 -2.79635
15 H -2.22413 -0.79969 0.08564
16 H -1.22375 -2.17461 -0.52319

***

Arrangement D

The following is a DFT calculation (ωB97M-V/def2-TZVPD) of one molecule with the formula C6H8O2.

LUMO energy in eV: -1.027
Frontier orbital gap in eV: 7.014

CARTESIAN COORDINATES (ANGSTROEM)
1 C -0.19373 0.16744 -2.51309
2 C -0.66313 1.13794 -1.42500
3 C -1.92800 0.73884 -0.92694
4 C -0.73302 0.88425 0.05708
5 C -0.56240 -0.43327 0.73904
6 C 0.99999 -0.75100 0.94020
7 O 1.69407 -1.66815 0.87055
8 O 1.30283 0.31076 1.86234
9 H -0.75837 -0.92298 -2.46191
10 H 0.46965 0.24902 -3.49352
11 H -1.98129 -0.36337 -1.65974
12 H -2.77987 1.34247 -0.90248
13 H -0.46473 1.74832 0.52879
14 H -1.31629 -1.30104 0.32741
15 H -0.85029 -0.34147 2.00303
16 H 2.18770 -0.01707 2.56763

***

Stability comparison, relative energies in hartree: arrangement A 0.0050; arrangement B 0.1928; arrangement C 0.0000; arrangement D 0.1601

***

Arrangement A

The following is a DFT calculation (ωB97M-V/def2-TZVPD) of one molecule with the formula C6H8O2.

LUMO energy in eV: 0.802
Frontier orbital gap in eV: 10.438

CARTESIAN COORDINATES (ANGSTROEM)
1 O -3.48300 0.06922 -0.06749
2 C -2.41655 0.11379 0.30145
3 C -1.24978 -0.52132 -0.37398
4 C 0.01812 -0.73872 0.46290
5 C 1.35675 -1.07952 0.11079
6 O 2.05941 0.13826 -0.07586
7 C 1.03493 1.28888 0.02160
8 C -0.10906 0.35313 -0.44949
9 H -2.24202 1.05691 1.09824
10 H -1.48162 -1.01254 -1.46707
11 H -0.05200 -0.37247 1.60348
12 H 1.20763 -1.65063 -0.97495
13 H 2.10621 -1.42740 1.09390
14 H 1.18707 1.93160 1.01304
15 H 1.35285 1.77433 -0.92001
16 H 0.71107 0.07647 -1.37656

***

Arrangement B

The following is a DFT calculation (ωB97M-V/def2-TZVPD) of one molecule with the formula C6H8O2.

LUMO energy in eV: 1.062
Frontier orbital gap in eV: 10.732

CARTESIAN COORDINATES (ANGSTROEM)
1 C -2.17288 0.00449 0.06780
2 C -0.72390 0.07241 -0.44812
3 O -0.11074 -1.24662 -0.46755
4 C 0.95638 -1.10499 0.44532
5 C 2.04227 -0.27552 -0.29968
6 C 1.57729 0.93719 -0.26353
7 C 0.22309 0.82690 0.48092
8 O 0.51408 -0.21757 1.39524
9 H -2.74538 -0.66771 -0.56520
10 H -2.20709 -0.39925 1.09117
11 H -2.59302 1.01580 -0.05372
12 H -0.62443 0.39231 -1.50776
13 H 1.24299 -2.11588 0.72298
14 H 2.87548 -0.75181 -0.82522
15 H 1.91858 1.83459 -0.78480
16 H -0.17270 1.69566 1.01216

***

Stability comparison, relative energies in hartree: arrangement A 0.2343; arrangement B 0.0000

***

Arrangement A

The following is a DFT calculation (ωB97M-V/def2-TZVPD) of a 2-piece molecular cluster, C6H10O overall.

LUMO energy in eV: 0.120
Frontier orbital gap in eV: 9.767

CARTESIAN COORDINATES (ANGSTROEM)
1 C 1.37316 -1.34722 0.78257
2 C 0.25106 -1.70222 0.16179
3 C -1.07348 -1.00143 0.36337
4 C -1.16455 -0.04826 -0.79744
5 C -0.85209 1.25429 -0.79851
6 C -0.44076 2.04857 0.37722
7 O -0.33336 1.65127 1.52069
8 H 1.37529 -0.56910 1.54321
9 H 2.33158 -1.79124 0.52472
10 H 0.27992 -2.45260 -0.62873
11 H -1.90683 -1.71291 0.33127
12 H -1.08901 -0.47043 1.31527
13 H -1.39062 -0.50734 -1.76122
14 H -0.83200 1.79169 -1.74497
15 H -0.19971 3.10600 0.13966
16 H 1.93772 0.57335 -0.47313
17 H 1.73367 1.17759 -0.85578

***

Arrangement B

The following is a DFT calculation (ωB97M-V/def2-TZVPD) of one molecule with the formula C6H10O.

LUMO energy in eV: 0.885
Frontier orbital gap in eV: 8.876

CARTESIAN COORDINATES (ANGSTROEM)
1 C 1.31117 3.05432 -0.43666
2 C 1.07673 1.63528 -0.79110
3 C -0.07449 0.97604 -0.59863
4 C -0.02399 -0.54807 -0.53771
5 C -0.57612 -1.34423 0.37111
6 C -0.02129 -2.73340 0.63372
7 O -1.66320 -1.08726 1.15895
8 H 1.53533 3.61127 -1.36468
9 H 0.48452 3.49362 0.11128
10 H 2.23291 3.16169 0.15069
11 H 1.98698 1.19508 -1.21169
12 H -1.06520 1.27763 -0.90324
13 H 0.61622 -0.85320 -1.35380
14 H -0.20978 -3.53649 -0.08750
15 H -0.54546 -3.05585 1.54752
16 H 1.04234 -2.64565 0.85617
17 H -1.99908 -0.19785 1.15089

***

Stability comparison, relative energies in hartree: arrangement A 0.0058; arrangement B 0.0000

***

Arrangement A

The following is a DFT calculation (ωB97M-V/def2-TZVPD) of one molecule with the formula C6H10O.

LUMO energy in eV: 1.071
Frontier orbital gap in eV: 10.489

CARTESIAN COORDINATES (ANGSTROEM)
1 C 0.65662 -1.14855 1.69408
2 C 0.63015 0.07882 0.76970
3 C 0.96470 -0.28588 -0.69619
4 C 0.18793 0.48679 -1.72627
5 C -1.02086 0.95475 -1.43596
6 C -1.57826 0.75682 -0.05317
7 O -0.58602 0.79612 0.95046
8 H 1.08121 -0.91972 2.67522
9 H 1.24142 -1.97002 1.27136
10 H -0.36437 -1.50409 1.84608
11 H 1.39460 0.78796 1.10465
12 H 0.78710 -1.35647 -0.86675
13 H 2.04303 -0.14459 -0.83191
14 H 0.61457 0.59864 -2.72264
15 H -1.62732 1.47709 -2.17298
16 H -2.26070 1.57557 0.20042
17 H -2.16380 -0.18325 -0.00611

***

Arrangement B

The following is a DFT calculation (ωB97M-V/def2-TZVPD) of one molecule with the formula C6H10O.

LUMO energy in eV: 1.051
Frontier orbital gap in eV: 11.006

CARTESIAN COORDINATES (ANGSTROEM)
1 O 1.55908 1.35748 0.27048
2 C 0.34637 1.20865 -0.45353
3 C -0.86537 1.04979 0.47621
4 C -1.04434 -0.44637 0.67262
5 C 0.16043 -1.24484 1.08654
6 C -0.24656 -1.18375 -0.36679
7 C 0.46363 -0.16449 -1.23810
8 H 1.96827 0.63259 -0.20725
9 H 0.23409 2.06112 -1.14094
10 H -0.71924 1.58582 1.42292
11 H -1.75176 1.47256 -0.01138
12 H -2.02670 -0.80736 0.95418
13 H -0.01938 -2.17743 1.61675
14 H 1.04522 -0.70484 1.41696
15 H -0.62744 -2.09076 -0.82942
16 H 1.50367 -0.51053 -1.44158
17 H 0.02002 -0.03762 -2.22768

***

Stability comparison, relative energies in hartree: arrangement A 0.0000; arrangement B 0.0042

***

Arrangement A

The following is a DFT calculation (ωB97M-V/def2-TZVPD) of a 2-piece molecular cluster, C6H10O overall.

LUMO energy in eV: 1.079
Frontier orbital gap in eV: 10.028

CARTESIAN COORDINATES (ANGSTROEM)
1 C 2.00165 -0.53134 -0.01386
2 C 0.78788 0.00920 -0.02770
3 C 0.37905 1.30856 0.64637
4 O -1.04363 1.32894 0.69241
5 C -1.54550 0.34832 -0.17286
6 C -1.15463 0.39901 -1.61344
7 C -0.43999 -0.54305 -0.65604
8 H 2.21050 -1.46063 -0.53674
9 H 2.82860 -0.06730 0.51804
10 H 0.74728 2.17695 0.08154
11 H 0.75771 1.38626 1.67144
12 H -2.52152 -0.01393 0.13298
13 H -0.61108 1.26587 -1.98019
14 H -1.82587 -0.05692 -2.33558
15 H -0.55082 -1.61731 -0.76624
16 H 0.13316 -2.27284 2.33223
17 H -0.15279 -1.65978 2.02762

***

Arrangement B

The following is a DFT calculation (ωB97M-V/def2-TZVPD) of one molecule with the formula C6H10O.

LUMO energy in eV: 1.027
Frontier orbital gap in eV: 10.522

CARTESIAN COORDINATES (ANGSTROEM)
1 O 2.25177 -0.96806 0.66516
2 C 1.28048 -0.44393 -0.23426
3 C 1.06423 1.02780 0.01518
4 C -0.12192 1.62732 -0.05230
5 C -1.38793 0.85293 -0.31473
6 C -1.26579 -0.54845 0.28699
7 C -0.02820 -1.27521 -0.24813
8 H 1.93006 -0.80884 1.56150
9 H 1.76133 -0.54750 -1.21453
10 H 1.96942 1.59645 0.22720
11 H -0.19407 2.70437 0.09863
12 H -1.56985 0.78161 -1.39789
13 H -2.25097 1.37958 0.10660
14 H -1.20952 -0.44993 1.37900
15 H -2.16063 -1.14184 0.06472
16 H 0.16270 -2.18479 0.33221
17 H -0.23114 -1.60153 -1.27534

***

Stability comparison, relative energies in hartree: arrangement A 0.0827; arrangement B 0.0000